C22H47BFN4O6 | the ωB97M-V functional and the def2-TZVPD basis

```
81
Properties=species:S:1:pos:R:3:forces:R:3
C -1.1502 4.7258 -0.1043 -0.2 -0.6 0.2
C -2.2249 3.8356 -0.7780 0.5 0.6 0.2
C -1.8812 2.3505 -0.7624 -0.3 0.1 -0.4
C -2.3031 1.5656 0.4925 -0.5 0.4 -0.1
C -3.8404 1.3917 0.5197 1.0 -0.5 0.2
C -1.8419 2.2150 1.7677 0.3 -0.6 -0.5
N -2.5808 3.2359 2.1508 0.0 0.6 0.6
N -2.2305 3.8334 3.2420 0.1 -0.8 -0.9
F -2.9959 4.8748 3.5672 -0.2 0.3 0.1
C -1.2445 3.5112 4.0397 0.6 0.1 0.9
C -0.4579 2.4234 3.7087 -0.5 -0.2 -0.9
C -0.7341 1.7364 2.5272 0.0 0.4 0.6
C 0.0943 0.5623 2.1561 0.1 0.4 0.5
B 1.3259 0.8400 1.1846 0.4 0.0 -0.1
O 1.3592 1.8773 0.2737 -0.7 -0.3 0.1
O 2.3767 -0.0084 1.3366 -0.8 -0.5 -0.3
H -0.4243 4.0992 0.4164 0.2 0.0 0.0
H -0.6020 5.3136 -0.8288 0.1 0.2 -0.1
H -1.5914 5.3812 0.6402 0.0 0.3 0.0
H -3.1824 4.0475 -0.3135 -0.2 -0.2 0.0
H -2.3083 4.1645 -1.8085 -0.1 -0.1 -0.2
H -2.4075 1.8749 -1.5890 0.0 -0.2 -0.1
H -0.8227 2.2551 -0.9821 0.2 -0.1 0.1
H -1.8934 0.5643 0.4169 0.3 -0.1 0.1
H -4.0429 0.5444 -0.1194 -0.3 0.0 -0.3
H -4.3569 2.2845 0.1995 -0.2 0.1 0.1
H -4.1096 1.0841 1.5258 -0.5 0.2 0.1
H -1.0917 4.0996 4.9288 -0.1 0.2 0.1
H 0.3426 2.1185 4.3603 0.1 0.0 0.1
H -0.5220 -0.2354 1.7480 0.0 -0.1 -0.3
H 0.5254 0.1557 3.0690 0.1 -0.1 0.1
H 1.2420 1.5921 -0.6368 0.3 0.3 -0.2
H 2.8193 -0.1773 0.4963 0.6 0.2 0.1
C 5.4219 2.1452 2.0629 0.1 0.0 0.1
O 6.0437 1.0424 2.6872 -0.1 0.1 -0.1
C 5.5564 -0.2263 2.2635 0.2 -0.2 0.3
C 6.5964 -0.9769 1.4636 0.1 0.2 -0.1
N 6.7982 -0.3511 0.1621 0.0 0.0 0.1
C 7.9214 -0.8881 -0.6046 -0.1 0.1 -0.1
C 9.3251 -0.7039 -0.0403 0.1 -0.2 -0.1
O 9.7625 0.6396 -0.0077 -0.1 0.0 0.1
C 9.4072 1.3753 1.1469 0.1 0.1 -0.1
H 5.7807 3.0454 2.5588 0.0 0.0 0.0
H 5.6725 2.2131 0.9984 -0.1 0.0 0.0
H 4.3322 2.0985 2.1672 0.0 0.0 0.0
H 4.6344 -0.1222 1.6931 0.1 0.1 0.0
H 5.3274 -0.7989 3.1670 0.0 0.0 0.0
H 6.2539 -2.0047 1.3113 0.0 0.0 0.0
H 7.5178 -1.0140 2.0594 0.0 -0.1 0.1
H 6.9476 0.6402 0.2972 0.0 0.0 0.0
H 7.8979 -0.4109 -1.5870 0.0 0.0 0.0
H 7.7490 -1.9562 -0.7683 0.0 0.0 0.0
H 10.0119 -1.2238 -0.7126 0.0 0.0 0.0
H 9.4447 -1.1687 0.9459 -0.1 0.1 0.0
H 9.3548 0.7387 2.0340 0.0 0.0 0.0
H 8.4535 1.8972 1.0189 0.0 0.0 0.1
H 10.1770 2.1298 1.3059 0.0 0.0 0.0
C -5.5708 -6.3890 -2.6552 0.1 0.0 -0.1
O -5.2544 -5.4131 -3.6300 -0.1 0.0 0.2
C -6.3875 -4.7943 -4.2287 0.1 0.0 -0.2
C -6.4781 -3.3380 -3.8321 0.0 0.0 0.2
N -6.8231 -3.1947 -2.4226 0.1 0.1 -0.1
C -6.7263 -1.8341 -1.9106 -0.1 -0.2 0.1
C -5.3512 -1.1750 -1.8843 -0.1 0.2 0.1
O -4.4404 -1.7681 -0.9684 0.1 0.0 -0.2
C -3.7182 -2.8778 -1.4825 0.1 0.0 0.2
H -4.6410 -6.8790 -2.3723 0.0 0.0 0.0
H -6.0190 -5.9456 -1.7587 -0.1 0.0 0.0
H -6.2532 -7.1430 -3.0564 0.0 0.0 0.0
H -7.3064 -5.3278 -3.9722 0.0 0.0 0.1
H -6.2553 -4.8528 -5.3122 0.0 0.0 0.0
H -7.2476 -2.8497 -4.4363 0.0 0.0 0.0
H -5.5128 -2.8714 -4.0745 0.0 0.0 -0.1
H -6.2178 -3.7923 -1.8758 0.0 -0.1 0.0
H -7.1034 -1.8486 -0.8850 0.0 0.1 0.0
H -7.4032 -1.1963 -2.4870 0.0 0.0 0.0
H -5.4963 -0.1482 -1.5367 0.0 0.0 0.0
H -4.9017 -1.1001 -2.8811 0.0 -0.2 0.0
H -3.5337 -2.7812 -2.5544 0.0 0.0 0.0
H -4.2324 -3.8207 -1.2862 0.0 0.0 -0.1
H -2.7589 -2.9159 -0.9642 0.0 0.0 0.0
```
Positions in Å, forces in eV/Å.

Calculated values
**Net charge**: +1
**Multiplicity**: 1

=====

C22H47BO16S4 | the ωB97M-V functional and the def2-TZVPD basis

```
90
Properties=species:S:1:pos:R:3:forces:R:3
C 6.2994 2.0562 4.7705 0.1 0.1 0.2
C 5.9333 3.4427 4.2204 0.1 0.0 0.1
B 4.8408 3.4610 3.1012 -0.1 0.0 0.1
O 4.8017 4.4751 2.1735 0.9 -0.2 0.1
C 3.7351 2.3358 3.0207 0.0 -0.1 -0.3
C 3.5355 1.3961 2.0857 0.0 0.1 0.1
C 4.2959 1.1948 0.8041 -0.1 -0.1 -0.1
C 3.6150 0.2073 -0.1576 0.4 0.2 0.2
C 5.7756 0.8578 1.0313 0.1 -0.2 -0.1
C 6.0207 -0.5480 1.6129 -0.1 0.2 0.2
C 2.3669 0.5742 2.5583 0.3 0.5 -0.6
O 2.1258 -0.5726 2.3690 -0.5 -0.1 -0.1
O 1.6354 1.4020 3.3898 0.2 -0.8 1.0
C 2.6467 2.1533 4.0245 -0.1 0.2 -0.2
O 2.5735 2.4669 5.1650 -0.1 0.3 -0.1
H 6.9511 1.5102 4.0856 -0.1 0.0 -0.1
H 6.8453 2.1496 5.7106 0.0 0.0 0.0
H 5.4196 1.4467 4.9844 0.0 0.0 -0.1
H 6.8282 3.9249 3.8131 0.0 0.1 0.1
H 5.6153 4.0822 5.0539 -0.1 0.0 -0.1
H 4.8159 4.1928 1.2535 -0.7 0.1 -0.1
H 4.2472 2.1662 0.2952 0.1 0.0 0.1
H 4.2909 0.0453 -0.9990 -0.2 0.0 -0.1
H 2.6839 0.6418 -0.5201 0.0 -0.2 -0.1
H 3.4209 -0.7512 0.3158 -0.1 0.0 -0.1
H 6.2520 1.6103 1.6681 -0.1 0.0 0.0
H 6.2628 0.9339 0.0559 0.0 0.1 0.0
H 5.0872 -1.1005 1.7290 0.0 0.0 -0.1
H 6.6870 -1.1278 0.9767 0.0 -0.1 0.0
H 6.4713 -0.4860 2.6039 0.0 0.0 0.0
O -2.4881 2.6462 0.7408 0.0 0.0 0.0
S -3.0855 1.3771 0.4437 0.1 -0.1 0.0
O -4.2844 0.9959 1.1280 0.0 0.1 0.0
O -1.9921 0.2441 0.5995 0.1 -0.1 -0.1
C -1.2880 0.1066 1.8587 0.1 -0.1 0.4
C -2.1458 -0.5416 2.9212 -0.2 0.0 0.1
C -3.3263 1.1886 -1.2836 -0.1 0.0 -0.1
H -0.9086 1.0768 2.1814 -0.1 0.1 -0.1
H -0.4336 -0.5263 1.6302 0.0 0.0 -0.2
H -2.9858 0.0888 3.2083 0.0 0.0 0.0
H -1.5503 -0.7390 3.8129 0.1 0.0 -0.1
H -2.5553 -1.4833 2.5564 0.0 0.0 0.0
H -2.4138 1.4578 -1.8082 0.0 0.0 0.0
H -4.1387 1.8567 -1.5631 0.0 0.0 0.0
H -3.6102 0.1567 -1.4785 0.0 0.0 0.0
O 2.4264 2.6595 -3.4928 0.0 -0.1 0.1
S 2.7572 3.8990 -2.8568 0.0 0.1 -0.1
O 2.9372 3.9232 -1.4336 0.1 -0.1 0.0
O 1.7074 4.9991 -3.2835 0.0 0.0 0.1
C 0.2975 4.6916 -3.0790 -0.3 -0.1 0.0
C -0.1236 4.7550 -1.6277 0.2 0.0 0.0
C 4.1684 4.6102 -3.6270 0.0 0.0 0.0
H 0.0901 3.7166 -3.5214 0.1 0.0 0.0
H -0.2176 5.4441 -3.6714 0.1 0.0 0.0
H 0.3506 3.9760 -1.0338 0.0 0.0 0.0
H -1.2035 4.6213 -1.5585 0.0 0.0 0.0
H 0.1412 5.7181 -1.1921 0.0 0.0 0.0
H 4.0242 4.5984 -4.7034 0.0 0.0 0.0
H 5.0187 3.9925 -3.3462 0.0 0.0 0.0
H 4.2954 5.6231 -3.2546 0.0 0.0 0.0
O -5.7570 -0.1654 -4.3135 0.1 0.0 0.0
S -5.9099 -1.3582 -3.5345 -0.1 -0.1 0.0
O -4.9044 -1.6853 -2.5666 0.0 0.1 0.0
O -6.1386 -2.5852 -4.5059 0.0 -0.1 0.1
C -5.1623 -2.8049 -5.5585 0.1 0.0 -0.3
C -3.8634 -3.3882 -5.0485 0.0 0.0 0.1
C -7.4854 -1.3789 -2.7584 0.0 0.0 0.0
H -5.0078 -1.8664 -6.0922 0.0 0.0 0.1
H -5.6614 -3.4960 -6.2339 -0.1 0.0 0.1
H -3.3328 -2.6876 -4.4065 0.0 0.0 0.0
H -3.2238 -3.6304 -5.8977 0.0 0.0 0.0
H -4.0478 -4.2962 -4.4748 0.0 0.0 0.0
H -8.2449 -1.1420 -3.4978 0.0 0.0 0.0
H -7.4545 -0.6202 -1.9790 0.0 0.0 0.0
H -7.6456 -2.3618 -2.3239 0.0 0.0 0.0
O -2.6927 -6.7050 -0.5021 0.0 0.0 0.0
S -2.9574 -6.7980 0.9026 0.1 0.1 0.0
O -4.2352 -7.2688 1.3413 0.0 0.0 0.0
O -2.6339 -5.4021 1.5780 -0.1 0.0 0.1
C -3.2682 -4.2214 1.0196 -0.1 0.3 -0.2
C -4.7331 -4.1083 1.3768 0.0 -0.1 0.0
C -1.6938 -7.7268 1.6968 0.0 0.0 0.0
H -3.1124 -4.2132 -0.0596 0.0 -0.1 0.0
H -2.7005 -3.3978 1.4449 0.1 -0.1 0.0
H -5.3187 -4.9050 0.9214 0.0 0.0 0.0
H -5.1112 -3.1495 1.0197 0.0 0.0 0.0
H -4.8712 -4.1650 2.4565 0.0 0.0 0.0
H -0.7265 -7.3538 1.3733 0.0 0.0 0.0
H -1.8316 -8.7609 1.3885 0.0 0.0 0.0
H -1.8172 -7.6318 2.7720 0.0 0.0 0.0
```
Positions in Å, forces in eV/Å.

Calculated values
**Multiplicity**: 1
**SMILES string**: CCB(O)C1=C([C@H](C)CC)C(=O)OC1=O.CCOS(C)(=O)=O.CCOS(C)(=O)=O.CCOS(C)(=O)=O.CCOS(C)(=O)=O

=====

The following HOMO energy values (in eV) correspond, in order, to the records above: -10.3, -10.3.
The following lowest unoccupied orbital energy values (in eV) correspond, in order, to the records above: -4.6, -0.4.